Computed, not measured: a cluster of 3 separate species, C4H13NO3 in total at a distorted geometry, with ωB97M-V with the def2-TZVPD basis set.

```
21
C4H13NO3 | the Open Molecules 2025 dataset | ωB97M-V with the def2-TZVPD basis set
C -0.21 -1.72 0.52
N -0.53 -0.61 1.39
C 0.61 -0.09 2.16
C 1.66 0.49 1.25
C 2.75 1.30 1.91
O 3.91 1.20 1.64
H -0.02 -1.40 -0.51
H -1.05 -2.40 0.45
H 0.59 -2.34 0.91
H -1.28 -0.84 2.03
H 1.02 -0.89 2.78
H 0.17 0.61 2.87
H 2.13 -0.31 0.69
H 1.21 1.19 0.55
H 2.38 2.05 2.66
O -3.55 -0.69 -6.06
H -3.29 -1.40 -6.65
H -3.60 0.16 -6.50
O -1.24 2.12 -0.92
H -1.16 1.16 -0.84
H -0.52 2.40 -0.34
```

As for the lowest unoccupied orbital energy: 0.77 eV. The value obtained for the frontier orbital gap is 10.13 eV. As for the SMILES: CNCCC=O.O.O. As for the total energy: -11990.4241 eV. Its charge is 0. The HOMO energy is -9.4 eV.


Computed, not measured: a cluster of 3 separate species, C4H13NO3 in total at a distorted geometry, with ωB97M-V with the def2-TZVPD basis set.

```
21
C4H13NO3 | the Open Molecules 2025 dataset | ωB97M-V with the def2-TZVPD basis set
N -2.11 0.15 -0.99
C -1.73 0.42 0.42
C -0.20 0.68 0.66
C 0.53 1.33 -0.55
C 2.06 1.63 -0.19
O 2.81 0.77 0.11
H -2.39 1.05 -1.39
H -1.38 -0.22 -1.59
H -2.09 -0.52 0.90
H -2.25 1.34 0.80
H -0.03 1.35 1.46
H 0.19 -0.31 0.89
H 0.07 2.27 -0.86
H 0.61 0.65 -1.41
H 2.25 2.65 -0.29
O 1.84 -2.13 0.05
H 2.16 -1.23 0.20
H 2.71 -2.60 -0.26
O -1.17 -2.45 1.09
H -0.25 -2.52 0.72
H -1.61 -2.32 0.23
```

As for the lowest unoccupied orbital energy: 0.66 eV. The value obtained for the frontier orbital gap is 10.02 eV. As for the SMILES: NCCCC=O.O.O. As for the total energy: -11990.3139 eV. Its charge is 0. The HOMO energy is -9.4 eV.


Computed, not measured: a cluster of 3 separate species, C4H13NO3 in total at a distorted geometry, with ωB97M-V with the def2-TZVPD basis set.

```
21
C4H13NO3 | the Open Molecules 2025 dataset | ωB97M-V with the def2-TZVPD basis set
C -0.81 2.31 -1.16
C -0.78 1.36 0.04
C 0.55 1.53 0.79
C 0.90 0.55 1.86
N 0.29 -0.68 1.81
O 1.66 0.80 2.77
H -1.61 3.04 -1.11
H -0.97 1.83 -2.14
H 0.13 2.79 -1.41
H -1.52 1.77 0.73
H -0.97 0.33 -0.24
H 1.37 1.45 0.07
H 0.57 2.56 1.13
H -0.55 -0.77 1.27
H 0.48 -1.31 2.55
O 1.97 -1.64 -1.75
H 1.82 -1.53 -2.69
H 1.24 -2.17 -1.42
O -1.35 -3.70 -0.34
H -1.06 -4.28 0.38
H -1.35 -4.23 -1.14
```

As for the lowest unoccupied orbital energy: 0.32 eV. The value obtained for the frontier orbital gap is 9.74 eV. As for the SMILES: CCCC(N)=O.O.O. As for the total energy: -11991.6659 eV. Its charge is 0. The HOMO energy is -9.4 eV.


Computed, not measured: a cluster of 3 separate species, C4H13NO3 in total at a distorted geometry, with ωB97M-V with the def2-TZVPD basis set.

```
21
C4H13NO3 | the Open Molecules 2025 dataset | ωB97M-V with the def2-TZVPD basis set
C -0.89 0.65 0.66
N -1.18 -0.05 -0.61
C -0.02 -0.20 -1.46
C 0.66 1.04 -2.03
C 0.95 -1.16 -0.82
O 2.16 -1.05 -0.85
H -1.29 1.65 0.66
H -1.13 -0.02 1.50
H 0.15 0.58 0.94
H -1.86 0.52 -1.09
H -0.36 -0.83 -2.29
H 1.05 1.66 -1.22
H 1.45 0.77 -2.72
H -0.14 1.59 -2.54
H 0.49 -1.96 -0.22
O 1.29 1.67 2.48
H 2.22 1.59 2.26
H 0.98 1.42 3.35
O -1.28 -2.55 1.68
H -2.11 -2.16 1.37
H -1.14 -3.18 0.96
```

As for the lowest unoccupied orbital energy: 0.75 eV. The value obtained for the frontier orbital gap is 9.81 eV. As for the SMILES: CN[C@@H](C)C=O.O.O. As for the total energy: -11990.1192 eV. Its charge is 0. The HOMO energy is -9.1 eV.


Computed, not measured: a cluster of 3 separate species, C4H13NO3 in total at a distorted geometry, with ωB97M-V with the def2-TZVPD basis set.

```
21
C4H13NO3 | the Open Molecules 2025 dataset | ωB97M-V with the def2-TZVPD basis set
C 0.24 0.97 1.36
N 0.07 -0.45 1.38
C -0.84 -0.88 0.30
C -1.91 1.13 -0.53
C -1.10 0.02 -0.96
O -1.93 -0.79 -1.85
H 0.89 1.26 2.26
H -0.76 1.36 1.56
H 0.83 1.27 0.50
H 1.04 -0.95 1.31
H -1.82 -1.01 0.73
H -0.49 -1.89 -0.04
H -2.95 1.04 -0.51
H -1.49 2.04 -0.90
H -0.30 0.30 -1.55
H -2.79 -0.28 -1.73
H 2.52 -0.36 -0.47
O 1.87 -0.41 -1.29
H 3.60 -0.95 1.32
H 2.17 -1.13 -1.82
O 3.14 -0.30 0.92
```

As for the lowest unoccupied orbital energy: -4.16 eV. The value obtained for the frontier orbital gap is 3.30 eV. As for the total energy: -11983.5825 eV. Its charge is 0. The HOMO energy is -7.5 eV.


Computed, not measured: a cluster of 3 separate species, C4H13NO3 in total at a distorted geometry, with ωB97M-V with the def2-TZVPD basis set.

```
21
C4H13NO3 | the Open Molecules 2025 dataset | ωB97M-V with the def2-TZVPD basis set
C 0.11 1.20 0.70
O 1.21 0.98 1.64
C -1.13 0.34 0.90
C -2.12 0.54 -0.18
C -2.31 -0.48 -1.42
O 2.37 -1.13 0.45
N -0.67 -1.14 0.87
H 0.47 1.18 -0.37
H -0.24 2.30 0.78
H -1.50 0.41 1.95
H -3.10 1.04 0.08
H -2.88 -1.40 -1.20
H -1.33 -0.57 -1.86
H -3.07 0.16 -2.12
H 4.11 0.78 -1.08
H -1.32 -1.25 0.21
H 0.24 -1.41 0.44
H 1.76 0.24 1.41
H 2.86 -1.75 0.96
H 3.04 -0.32 -0.73
O 3.49 0.28 -1.44
```

As for the lowest unoccupied orbital energy: -4.10 eV. The value obtained for the frontier orbital gap is 3.73 eV. As for the total energy: -11984.0469 eV. Its charge is 0. The HOMO energy is -7.8 eV.


Computed, not measured: the ion C4H13NOPS with charge +1 at a distorted geometry, with ωB97M-V with the def2-TZVPD basis set.

```
21
C4H13NOPS | the Open Molecules 2025 dataset | ωB97M-V with the def2-TZVPD basis set
C 1.97 1.52 0.41
C 0.79 1.04 -0.40
C 0.79 -0.49 -0.60
C 1.15 -1.31 0.64
S -0.86 -1.05 -1.07
O -1.38 0.05 -2.10
P -2.21 -0.69 0.66
N -3.54 -0.11 0.09
H 2.90 1.09 0.05
H 2.05 2.59 0.29
H 1.88 1.32 1.47
H 0.86 1.50 -1.38
H -0.16 1.36 0.03
H 1.49 -0.72 -1.39
H 1.08 -0.73 1.55
H 2.13 -1.75 0.55
H 0.46 -2.15 0.75
H -1.87 -0.46 -2.78
H -2.38 -1.96 1.23
H -1.49 0.13 1.54
H -3.67 0.83 0.46
```

As for the lowest unoccupied orbital energy: -4.21 eV. The value obtained for the frontier orbital gap is 9.55 eV. As for the total energy: -28011.4732 eV. Its charge is +1. The HOMO energy is -13.8 eV.


Computed, not measured: a cluster of 2 separate species, C4H13NOS in total at a distorted geometry, with ωB97M-V with the def2-TZVPD basis set.

```
20
C4H13NOS | the Open Molecules 2025 dataset | ωB97M-V with the def2-TZVPD basis set
C -0.75 -1.26 1.29
N -0.02 -0.24 0.55
C -0.22 -0.33 -0.91
C -0.39 1.10 -1.54
C 0.45 2.23 -0.91
S 2.15 1.67 -0.87
H -0.69 -2.31 0.95
H -0.28 -1.26 2.29
H -1.82 -1.10 1.33
H 0.88 -0.17 0.99
H 0.56 -0.96 -1.33
H -1.25 -0.66 -0.97
H -0.17 1.16 -2.60
H -1.44 1.26 -1.29
H 0.35 3.15 -1.50
H 0.05 2.49 0.07
H 2.78 2.77 -1.35
O -2.68 -4.01 2.69
H -3.54 -3.68 2.96
H -2.83 -4.95 2.51
```

As for the lowest unoccupied orbital energy: 0.81 eV. The value obtained for the frontier orbital gap is 9.17 eV. As for the SMILES: CNCCCS.O. As for the total energy: -18730.5484 eV. Its charge is 0. The HOMO energy is -8.4 eV.


Computed, not measured: a cluster of 2 separate species, C4H13NOS in total at a distorted geometry, with ωB97M-V with the def2-TZVPD basis set.

```
20
C4H13NOS | the Open Molecules 2025 dataset | ωB97M-V with the def2-TZVPD basis set
N 1.93 -0.08 0.74
C 0.77 -0.97 0.88
C -0.44 -0.21 1.41
C -0.89 0.94 0.52
C -1.55 0.60 -0.80
S -3.19 -0.18 -0.45
H 2.80 -0.59 0.71
H 1.91 0.59 1.50
H 0.46 -1.36 -0.10
H 0.96 -1.85 1.49
H -1.26 -0.92 1.50
H -0.28 0.17 2.41
H -0.05 1.60 0.30
H -1.57 1.55 1.07
H -1.00 -0.10 -1.44
H -1.70 1.47 -1.43
H -3.41 -0.71 -1.66
O 2.33 -0.31 -2.34
H 1.89 -0.17 -1.49
H 2.29 0.52 -2.82
```

As for the lowest unoccupied orbital energy: 0.85 eV. The value obtained for the frontier orbital gap is 9.90 eV. As for the SMILES: NCCCCS.O. As for the total energy: -18731.6666 eV. Its charge is 0. The HOMO energy is -9.0 eV.


Computed, not measured: a cluster of 3 separate species, C4H13NOS in total at a distorted geometry, with ωB97M-V with the def2-TZVPD basis set.

```
20
C4H13NOS | the Open Molecules 2025 dataset | ωB97M-V with the def2-TZVPD basis set
C -0.62 -1.30 -0.41
C -1.57 -0.35 -1.18
S -2.54 0.76 -0.07
C 0.30 -0.70 0.70
N 0.54 0.73 0.56
C 1.40 1.26 1.64
H -1.18 -2.18 -0.08
H -0.06 -1.78 -1.23
H -2.22 -0.92 -1.84
H -0.97 0.34 -1.79
H -2.53 -0.84 0.96
H -0.44 -0.94 1.55
H 1.25 -1.22 0.89
H -0.38 1.13 0.78
H 1.26 2.34 1.59
H 2.42 1.00 1.41
H 1.03 0.95 2.63
H 1.37 0.77 -2.80
H 1.27 0.71 -1.27
O 1.66 0.25 -2.04
```

As for the lowest unoccupied orbital energy: -0.65 eV. The value obtained for the frontier orbital gap is 8.55 eV. As for the total energy: -18728.9928 eV. Its charge is 0. The HOMO energy is -9.2 eV.


Computed, not measured: a cluster of 2 separate species, C4H13NS in total at a distorted geometry, with ωB97M-V with the def2-TZVPD basis set.

```
19
C4H13NS | the Open Molecules 2025 dataset | ωB97M-V with the def2-TZVPD basis set
C -0.51 -0.61 -2.59
C 0.82 -0.66 -1.75
S 0.74 -2.02 -0.54
H -1.29 -0.64 -1.84
H -0.61 0.32 -3.15
H -0.49 -1.46 -3.27
H 1.68 -0.82 -2.40
H 0.94 0.30 -1.24
H -0.39 -2.15 0.25
C -1.10 2.78 1.92
N -0.96 1.34 1.71
C 0.38 0.85 1.73
H -2.12 3.10 1.68
H -0.39 3.38 1.30
H -0.94 3.16 2.93
H -1.27 1.28 0.75
H 0.46 -0.19 2.03
H 0.98 1.10 0.85
H 1.02 1.35 2.49
```

As for the lowest unoccupied orbital energy: 0.88 eV. The value obtained for the frontier orbital gap is 9.86 eV. As for the SMILES: CCS.CNC. As for the total energy: -16682.7651 eV. Its charge is 0. The HOMO energy is -9.0 eV.


Computed, not measured: a cluster of 2 separate species, C4H13NSi in total at a distorted geometry, with ωB97M-V with the def2-TZVPD basis set.

```
19
C4H13NSi | the Open Molecules 2025 dataset | ωB97M-V with the def2-TZVPD basis set
C 3.07 -1.33 0.20
C 0.67 0.93 -0.79
C 1.58 -1.18 0.33
C 1.31 0.38 0.28
N -2.88 1.38 -0.71
Si -3.30 0.31 0.57
H 3.78 -0.76 0.83
H 3.53 -0.87 -0.77
H 3.58 -2.34 0.17
H -3.62 1.24 1.68
H 0.39 0.32 -1.57
H 0.67 2.03 -0.78
H 1.08 -1.72 -0.52
H 1.13 -1.65 1.16
H 1.79 0.93 1.08
H -3.14 2.33 -0.54
H -2.66 1.05 -1.65
H -2.31 -0.78 0.57
H -4.68 -0.28 0.46
```

As for the lowest unoccupied orbital energy (spin up / spin down): 0.99 / -1.84 eV. As for the multiplicity: 3. The value obtained for the frontier orbital gap (spin up / spin down) is 6.25 / 7.68 eV. Its expectation value of S² is 2.01. As for the total energy: -13720.6392 eV. Its charge is 0. The HOMO energy (spin up / spin down) is -5.3 / -9.5 eV.